# 1
{"formula": "C27H22Br2KN3P2Se2", "method": "ωB97M-V/def2-TZVPD", "species": ["K", "Se", "P", "C", "C", "C", "C", "C", "C", "C", "C", "C", "C", "C", "C", "C", "C", "N", "N", "N", "P", "Se", "C", "C", "C", "C", "C", "C", "C", "C", "C", "C", "C", "C", "H", "H", "H", "H", "H", "H", "H", "H", "H", "H", "H", "H", "H", "H", "H", "H", "H", "H", "H", "H", "Br", "C", "Br", "H", "H"], "coordinates": [[0.068, 0.604, -0.143], [-0.698, 2.934, -7.063], [-1.352, 1.181, -6.134], [-0.701, -0.289, -7.014], [-1.136, -0.626, -8.291], [-0.506, -1.634, -8.997], [0.570, -2.309, -8.443], [1.028, -1.956, -7.186], [0.406, -0.943, -6.481], [-3.177, 1.138, -6.002], [-3.962, 1.207, -7.147], [-5.337, 1.282, -7.041], [-5.939, 1.324, -5.795], [-5.158, 1.317, -4.652], [-3.783, 1.231, -4.753], [-0.784, 0.948, -4.455], [-0.820, -0.055, -3.464], [-0.116, 0.431, -2.429], [0.307, 1.636, -2.743], [-0.077, 1.959, -3.943], [-1.479, -1.681, -3.100], [-1.517, -2.085, -1.028], [-3.135, -1.854, -3.845], [-4.243, -1.921, -3.010], [-5.514, -2.020, -3.547], [-5.681, -2.057, -4.921], [-4.578, -1.989, -5.758], [-3.305, -1.879, -5.227], [-0.359, -2.877, -3.900], [-0.751, -3.927, -4.720], [0.201, -4.825, -5.175], [1.528, -4.688, -4.804], [1.918, -3.642, -3.981], [0.976, -2.739, -3.531], [-1.959, -0.093, -8.743], [-0.846, -1.885, -9.991], [1.060, -3.096, -8.998], [1.879, -2.461, -6.753], [0.794, -0.657, -5.513], [-3.493, 1.226, -8.120], [-5.941, 1.322, -7.936], [-7.015, 1.383, -5.716], [-5.621, 1.387, -3.678], [-3.182, 1.240, -3.852], [-4.102, -1.900, -1.935], [-6.372, -2.071, -2.891], [-6.674, -2.136, -5.340], [-4.712, -2.018, -6.830], [-2.447, -1.809, -5.883], [-1.786, -4.044, -5.007], [-0.097, -5.642, -5.816], [2.263, -5.401, -5.150], [2.953, -3.531, -3.687], [1.261, -1.913, -2.889], [0.514, -0.530, 3.116], [1.480, 1.062, 3.655], [1.778, 2.254, 2.153], [2.448, 0.762, 4.051], [0.885, 1.591, 4.397]], "mol_weight_da": 807.27, "homo_lumo_gap_ev": 6.8, "homo_energy_ha": -0.26596, "e_above_lowest_kj_mol": 33.11, "total_energy_ev": -338508.0560}

***

# 2
{"formula": "C27H22BrCrF4NP", "method": "ωB97M-V/def2-TZVPD", "species": ["Cr", "F", "C", "C", "F", "C", "F", "C", "P", "C", "C", "C", "C", "C", "C", "C", "C", "C", "C", "C", "C", "C", "Br", "C", "F", "H", "H", "H", "H", "H", "H", "H", "H", "H", "H", "C", "N", "C", "C", "C", "C", "C", "C", "C", "C", "H", "H", "H", "H", "H", "H", "H", "H", "H", "H", "H", "H"], "coordinates": [[0.311, 1.402, -0.382], [-2.663, -0.762, 5.588], [-2.356, -0.726, 4.309], [-2.529, -1.838, 3.520], [-3.016, -2.948, 4.043], [-2.199, -1.788, 2.177], [-2.458, -2.887, 1.483], [-1.651, -0.663, 1.576], [-0.940, -0.665, -0.137], [0.043, -2.175, -0.412], [1.424, -2.004, -0.552], [2.257, -3.093, -0.778], [1.717, -4.363, -0.884], [0.340, -4.539, -0.798], [-0.494, -3.458, -0.572], [-2.414, -0.835, -1.195], [-3.606, -0.211, -0.827], [-4.723, -0.303, -1.643], [-4.653, -1.011, -2.837], [-3.462, -1.613, -3.218], [-2.341, -1.523, -2.404], [-1.575, 0.473, 2.394], [-1.280, 2.225, 1.716], [-1.906, 0.445, 3.731], [-1.841, 1.536, 4.484], [1.856, -1.017, -0.479], [3.326, -2.939, -0.870], [2.364, -5.217, -1.052], [-0.092, -5.524, -0.918], [-1.559, -3.618, -0.567], [-3.669, 0.339, 0.106], [-5.649, 0.171, -1.345], [-5.530, -1.093, -3.469], [-3.406, -2.160, -4.152], [-1.416, -1.998, -2.709], [0.696, 3.530, -2.418], [1.267, 3.140, -1.108], [1.129, 4.270, -0.160], [2.710, 2.779, -1.235], [3.108, 1.949, -0.036], [4.398, 1.953, 0.480], [4.700, 1.158, 1.579], [3.711, 0.376, 2.166], [2.423, 0.376, 1.641], [2.100, 1.153, 0.525], [1.223, 4.390, -2.838], [-0.352, 3.801, -2.298], [0.776, 2.702, -3.119], [1.638, 5.156, -0.552], [1.569, 3.998, 0.797], [0.076, 4.514, -0.018], [3.306, 3.688, -1.342], [2.824, 2.199, -2.150], [5.166, 2.576, 0.033], [5.705, 1.156, 1.985], [3.948, -0.235, 3.030], [1.668, -0.248, 2.112]], "mol_weight_da": 599.35, "homo_lumo_gap_ev": [7.8, 8.4], "charge": 1, "homo_energy_ha": [-0.40779, -0.42835], "s_squared": 6.054, "spin_multiplicity": 5, "total_energy_ev": -148461.7794}

***

# 3
{"formula": "C27H22ClMnN7O6", "method": "ωB97M-V/def2-TZVPD", "species": ["Mn", "O", "C", "O", "C", "C", "Cl", "N", "N", "C", "C", "O", "O", "C", "C", "C", "C", "C", "C", "H", "H", "H", "H", "H", "H", "C", "O", "C", "C", "C", "C", "C", "C", "N", "N", "C", "C", "C", "C", "O", "C", "N", "C", "C", "C", "C", "H", "H", "H", "H", "H", "H", "H", "H", "H", "H", "H", "H", "N", "N", "H", "H", "H", "H"], "coordinates": [[1.806, -1.009, 0.440], [6.456, -0.092, 3.722], [5.522, -0.685, 4.450], [5.711, -1.050, 5.575], [4.177, -0.886, 3.813], [3.045, -1.363, 4.476], [2.820, -1.704, 6.108], [2.030, -1.455, 3.592], [2.453, -1.065, 2.379], [3.732, -0.711, 2.503], [4.334, -0.149, 1.254], [5.466, 0.268, 1.201], [3.486, -0.146, 0.250], [0.662, -1.832, 3.808], [-0.327, -0.938, 3.433], [-1.654, -1.297, 3.601], [-1.974, -2.531, 4.151], [-0.968, -3.409, 4.533], [0.364, -3.066, 4.359], [6.177, 0.099, 2.799], [-0.061, 0.034, 3.034], [-2.437, -0.608, 3.311], [-3.010, -2.808, 4.287], [-1.219, -4.368, 4.964], [1.153, -3.752, 4.636], [-0.875, 3.496, -6.490], [-0.965, 2.219, -5.873], [-1.849, 2.066, -4.866], [-2.673, 3.076, -4.379], [-3.554, 2.790, -3.345], [-3.585, 1.536, -2.754], [-2.781, 0.515, -3.273], [-1.929, 0.780, -4.321], [-4.558, 1.383, -1.718], [-4.422, 0.610, -0.760], [-3.181, -0.033, -0.461], [-3.209, -1.375, -0.183], [-2.046, -2.101, 0.143], [-0.846, -1.449, 0.223], [0.317, -2.048, 0.558], [-0.812, -0.048, 0.008], [0.413, 0.539, 0.164], [0.524, 1.846, 0.054], [-0.588, 2.665, -0.187], [-1.821, 2.093, -0.356], [-1.965, 0.689, -0.300], [-0.125, 3.401, -7.269], [-0.561, 4.257, -5.772], [-1.828, 3.783, -6.939], [-2.658, 4.067, -4.805], [-4.231, 3.551, -2.978], [-2.845, -0.492, -2.886], [-1.317, 0.001, -4.756], [-4.161, -1.887, -0.247], [-2.098, -3.162, 0.350], [1.516, 2.266, 0.173], [-0.460, 3.737, -0.228], [-2.691, 2.716, -0.516], [2.269, -0.429, -2.371], [2.105, -1.601, -1.553], [2.553, -0.706, -3.304], [3.028, 0.105, -1.958], [2.894, -2.241, -1.641], [1.269, -2.090, -1.858]], "mol_weight_da": 630.91, "homo_lumo_gap_ev": [6.1, 6.6], "charge": 1, "homo_energy_ha": [-0.38693, -0.38801], "s_squared": 6.044, "e_above_lowest_kj_mol": 0.00, "spin_multiplicity": 5, "total_energy_ev": -94909.0739}

***

# 4
{"formula": "C27H22FeN6O4", "method": "ωB97M-V/def2-TZVPD", "species": ["Fe", "C", "C", "C", "C", "N", "C", "C", "C", "C", "C", "C", "N", "C", "C", "C", "C", "C", "N", "H", "H", "H", "H", "H", "H", "H", "H", "H", "H", "H", "O", "C", "O", "C", "C", "C", "C", "C", "N", "C", "O", "O", "H", "H", "H", "H", "H", "N", "C", "C", "C", "C", "C", "N", "H", "H", "H", "H", "H", "H"], "coordinates": [[-0.216, -0.398, -0.297], [-4.264, -1.025, 1.242], [-3.990, -1.734, 2.400], [-2.699, -2.194, 2.610], [-1.724, -1.912, 1.670], [-1.977, -1.179, 0.565], [-3.229, -0.767, 0.361], [-0.361, -2.479, 1.692], [0.150, -3.439, 2.545], [1.392, -3.984, 2.238], [2.038, -3.644, 1.058], [1.451, -2.681, 0.254], [0.337, -2.061, 0.642], [1.784, -2.330, -1.150], [2.905, -2.783, -1.817], [3.061, -2.463, -3.158], [2.082, -1.712, -3.785], [0.994, -1.286, -3.041], [0.835, -1.581, -1.753], [-5.263, -0.686, 1.012], [-4.772, -1.949, 3.115], [-2.459, -2.783, 3.484], [-3.415, -0.232, -0.561], [-0.406, -3.790, 3.402], [1.821, -4.736, 2.886], [2.946, -4.149, 0.761], [3.648, -3.374, -1.300], [3.930, -2.803, -3.705], [2.150, -1.458, -4.833], [0.210, -0.691, -3.494], [-0.117, 1.197, 4.642], [-0.091, 0.813, 3.373], [0.514, -0.149, 2.976], [-0.917, 1.725, 2.500], [-1.589, 2.792, 3.090], [-2.365, 3.619, 2.304], [-2.433, 3.350, 0.948], [-1.720, 2.273, 0.444], [-0.973, 1.452, 1.196], [-1.773, 1.903, -1.003], [-2.370, 2.676, -1.879], [-1.264, 0.873, -1.409], [0.438, 0.598, 5.167], [-1.501, 2.955, 4.153], [-2.908, 4.449, 2.734], [-3.048, 3.978, 0.317], [-2.697, 3.508, -1.513], [2.685, -0.129, 1.128], [2.659, 0.654, 0.019], [3.851, 1.257, -0.431], [3.836, 2.024, -1.562], [2.628, 2.189, -2.248], [1.517, 1.564, -1.757], [1.495, 0.795, -0.638], [3.512, -0.086, 1.700], [1.822, -0.305, 1.621], [4.759, 1.106, 0.136], [4.744, 2.495, -1.915], [2.559, 2.783, -3.147], [0.581, 1.655, -2.287]], "mol_weight_da": 550.36, "homo_lumo_gap_ev": [7.3, 7.3], "charge": 2, "homo_energy_ha": [-0.49981, -0.49957], "e_above_lowest_kj_mol": 22.38, "total_energy_ev": -79863.9637}

***

# 5
{"formula": "C27H22IN3O2Pt", "method": "ωB97M-V/def2-TZVPD", "species": ["Pt", "C", "C", "N", "C", "C", "C", "O", "C", "C", "N", "C", "C", "C", "C", "C", "C", "I", "C", "O", "H", "H", "H", "H", "H", "H", "H", "H", "H", "H", "H", "H", "N", "C", "C", "C", "C", "C", "C", "C", "C", "C", "C", "C", "C", "C", "H", "H", "H", "H", "H", "H", "H", "H", "H", "H"], "coordinates": [[0.120, -1.559, -1.439], [-3.935, -3.008, -2.047], [-3.606, -2.638, -0.633], [-4.577, -2.375, 0.204], [-4.282, -2.006, 1.463], [-3.004, -1.854, 1.932], [-2.810, -1.414, 3.359], [-2.034, -0.215, 3.415], [-1.919, -2.135, 1.060], [-0.567, -1.978, 1.514], [0.479, -2.179, 0.784], [1.782, -2.022, 1.268], [2.088, -1.622, 2.578], [3.388, -1.447, 3.006], [4.448, -1.662, 2.136], [4.184, -2.087, 0.845], [2.876, -2.280, 0.429], [2.615, -3.095, -1.513], [-2.222, -2.566, -0.262], [-1.339, -2.922, -1.151], [-5.014, -3.066, -2.167], [-3.475, -3.959, -2.317], [-3.533, -2.255, -2.729], [-5.137, -1.811, 2.102], [-2.323, -2.209, 3.939], [-3.796, -1.243, 3.796], [-2.128, 0.178, 4.287], [-0.456, -1.657, 2.546], [1.285, -1.430, 3.277], [3.576, -1.141, 4.026], [5.469, -1.517, 2.463], [4.995, -2.271, 0.155], [0.938, 0.098, -1.808], [0.846, 1.351, -1.717], [-0.475, 2.036, -1.702], [-1.584, 1.416, -2.280], [-2.843, 1.979, -2.170], [-3.011, 3.171, -1.477], [-1.911, 3.802, -0.914], [-0.647, 3.243, -1.029], [2.106, 2.141, -1.578], [3.109, 1.634, -0.751], [4.304, 2.316, -0.600], [4.508, 3.510, -1.280], [3.516, 4.016, -2.106], [2.314, 3.338, -2.254], [-1.446, 0.487, -2.818], [-3.701, 1.497, -2.621], [-3.998, 3.601, -1.369], [-2.045, 4.732, -0.377], [0.200, 3.740, -0.573], [2.933, 0.700, -0.232], [5.075, 1.915, 0.045], [5.442, 4.046, -1.166], [3.677, 4.944, -2.639], [1.546, 3.731, -2.909]], "mol_weight_da": 742.47, "homo_lumo_gap_ev": [7.1, 6.8], "homo_energy_ha": [-0.27902, -0.28643], "s_squared": 2.013, "e_above_lowest_kj_mol": 66.67, "spin_multiplicity": 3, "total_energy_ev": -48266.1686}

***

# 6
{"formula": "C27H22N2O2S", "method": "ωB97M-V/def2-TZVPD", "species": ["S", "C", "C", "C", "C", "N", "O", "O", "C", "C", "H", "H", "H", "H", "C", "N", "C", "C", "C", "C", "C", "C", "C", "C", "C", "C", "C", "C", "C", "C", "C", "C", "C", "C", "C", "C", "H", "H", "H", "H", "H", "H", "H", "H", "H", "H", "H", "H", "H", "H", "H", "H", "H", "H"], "coordinates": [[-0.139, -0.219, 1.868], [-1.796, -0.178, 2.425], [-2.483, -1.385, 2.725], [-3.816, -1.375, 3.082], [-4.475, -0.138, 3.224], [-5.908, -0.118, 3.269], [-6.498, 0.981, 3.264], [-6.529, -1.203, 3.275], [-3.786, 1.079, 3.053], [-2.452, 1.052, 2.696], [-1.933, -2.325, 2.637], [-4.404, -2.273, 3.199], [-4.352, 1.994, 3.143], [-1.881, 1.975, 2.578], [6.681, -0.336, -0.289], [5.670, 0.238, -1.161], [6.171, 0.543, -2.491], [4.287, 0.111, -0.911], [3.687, 0.901, 0.091], [2.316, 0.837, 0.290], [1.524, -0.071, -0.405], [0.051, -0.064, -0.073], [-0.800, -1.180, -0.622], [-2.050, -0.678, -0.998], [-3.030, -1.522, -1.527], [-2.747, -2.892, -1.617], [-1.509, -3.404, -1.201], [-0.508, -2.539, -0.715], [-2.019, 0.788, -0.890], [-0.742, 1.188, -0.459], [-0.412, 2.536, -0.422], [-1.391, 3.490, -0.757], [-2.669, 3.086, -1.183], [-2.977, 1.725, -1.273], [2.128, -0.906, -1.355], [3.493, -0.801, -1.626], [6.256, -0.560, 0.690], [7.098, -1.256, -0.723], [7.512, 0.377, -0.168], [5.407, 1.078, -3.068], [7.059, 1.190, -2.405], [6.459, -0.369, -3.039], [4.302, 1.608, 0.657], [1.857, 1.534, 0.993], [-3.959, -1.077, -1.865], [-3.507, -3.567, -2.013], [-1.283, -4.469, -1.288], [0.484, -2.888, -0.445], [0.596, 2.833, -0.153], [-1.145, 4.555, -0.697], [-3.427, 3.835, -1.428], [-3.941, 1.359, -1.632], [1.552, -1.648, -1.905], [3.979, -1.452, -2.357]], "mol_weight_da": 438.55, "homo_lumo_gap_ev": 7.0, "homo_energy_ha": -0.29829, "total_energy_ev": -46263.4683, "smiles": "CN(C)c1ccc(C2(Sc3ccc([N+](=O)[O-])cc3)c3ccccc3-c3ccccc32)cc1"}